The following is a quantum chemistry calculation of C18H15F2N5O3PbS3 as an isolated structure at a distorted geometry, from OMol25.

```
! wB97M-V def2-TZVPD RIJCOSX def2/J DEFGRID3
* xyz 2 1
Pb 0.463 0.177 -0.057
F 1.371 1.257 5.215
C 0.780 0.468 4.338
C 1.004 0.688 2.982
C 0.348 -0.166 2.131
C -0.488 -1.222 2.458
C -0.665 -1.356 3.840
F -1.469 -2.299 4.318
C -0.052 -0.541 4.773
C -1.114 -2.099 1.427
C -1.891 -3.215 1.697
C -2.429 -3.938 0.640
C -2.178 -3.552 -0.667
C -1.382 -2.445 -0.866
N -0.878 -1.749 0.160
H 1.671 1.481 2.666
H -0.228 -0.706 5.827
H -2.083 -3.534 2.707
H -3.046 -4.803 0.849
H -2.582 -4.092 -1.512
H -1.133 -2.097 -1.861
N 1.106 -1.683 -3.209
C 0.442 -0.512 -3.315
N -0.078 0.169 -2.295
C -0.753 1.317 -2.719
C -0.775 1.474 -4.046
S 0.059 0.195 -4.831
C -1.320 2.192 -1.705
C -2.061 3.293 -1.876
S -2.490 3.985 -0.357
C -1.637 2.734 0.461
N -1.083 1.866 -0.374
N -1.581 2.667 1.801
H 1.701 -1.789 -2.401
H 1.465 -2.093 -4.056
H -1.248 2.263 -4.611
H -2.396 3.735 -2.802
H -1.992 3.392 2.363
H -1.011 1.980 2.264
C 4.597 1.233 -0.952
S 2.927 0.952 -1.426
O 2.773 1.130 -2.833
O 2.045 1.832 -0.590
O 2.553 -0.445 -0.964
H 4.976 2.053 -1.560
H 5.153 0.315 -1.136
H 4.607 1.489 0.106
*
```

## Properties
- maximum force (eV/A) = 1.32
- gap between HOMO and LUMO (eV) = 6.62
- HOMO energy (Eh) = -0.517
- LUMO energy (eV) = -7.46
- calculated total energy (Eh) = -2781.070668
- molecular weight (Da) = 690.7

***

The following is a quantum chemistry calculation of one molecule with the formula C18H15F2NO5 at a distorted geometry, from OMol25.

```
! wB97M-V def2-TZVPD RIJCOSX def2/J DEFGRID3
* xyz 0 1
O 3.795 -2.401 0.751
C 2.772 -1.927 1.164
O 1.556 -2.428 0.945
C 1.425 -3.555 0.091
C 0.337 -3.296 -0.950
O -0.381 -4.187 -1.329
C 0.208 -1.898 -1.422
C -1.068 -1.416 -1.709
C -1.244 -0.119 -2.151
C -0.146 0.709 -2.320
C 1.128 0.233 -2.053
C 1.310 -1.064 -1.607
H 2.312 -1.435 -1.444
H 1.984 0.875 -2.206
H -0.277 1.721 -2.671
H -2.235 0.245 -2.371
H -1.912 -2.076 -1.576
H 1.147 -4.429 0.688
H 2.385 -3.757 -0.404
C 2.661 -0.642 1.976
N 1.516 0.134 1.565
C 0.325 -0.013 2.211
O 0.221 -0.574 3.279
C -0.838 0.599 1.500
C -2.065 -0.047 1.577
C -3.164 0.473 0.917
C -3.052 1.648 0.198
C -1.828 2.304 0.141
C -0.715 1.783 0.778
H 0.239 2.285 0.734
O -1.801 3.468 -0.617
C -0.777 4.328 -0.454
F -1.118 5.488 -1.026
F 0.347 3.911 -1.104
H -0.491 4.520 0.598
H -3.894 2.077 -0.320
H -4.115 -0.034 0.967
H -2.137 -0.955 2.154
H 1.499 0.431 0.600
H 2.505 -0.907 3.028
H 3.584 -0.069 1.872
*
```

## Properties
- maximum force (eV/A) = 1.21
- gap between HOMO and LUMO (eV) = 9.54
- HOMO energy (Eh) = -0.349
- LUMO energy (eV) = 0.05
- structure (SMILES) = O=C(CNC(=O)c1cccc(OC(F)F)c1)OCC(=O)c1ccccc1
- calculated total energy (Eh) = -1325.656214
- molecular weight (Da) = 363.3

***

The following is a quantum chemistry calculation of one molecule with the formula C18H15N3O3S at a distorted geometry, from OMol25.

```
! wB97M-V def2-TZVPD RIJCOSX def2/J DEFGRID3
* xyz 0 1
O -0.829 -3.885 -2.501
C -0.207 -3.124 -1.792
N -0.298 -1.767 -2.009
C 0.100 -0.695 -1.221
C 0.394 0.519 -1.848
C 0.783 1.614 -1.103
C 0.876 1.501 0.270
C 0.565 0.316 0.911
C 0.172 -0.782 0.172
H -0.092 -1.701 0.670
H 0.639 0.265 1.985
S 1.295 2.925 1.262
O 1.723 3.989 0.408
O 2.117 2.540 2.366
N -0.195 3.324 1.941
C -1.334 3.427 1.162
N -2.445 2.915 1.676
C -3.561 3.008 0.969
C -3.626 3.592 -0.282
C -2.457 4.124 -0.816
C -1.287 4.049 -0.088
H -0.358 4.464 -0.440
H -2.464 4.598 -1.786
H -4.558 3.639 -0.822
H -4.438 2.584 1.441
H -0.358 2.882 2.834
H 1.033 2.553 -1.569
H 0.320 0.593 -2.923
H -0.760 -1.530 -2.879
C 0.726 -3.588 -0.732
C 0.335 -4.634 0.098
C 1.206 -5.121 1.055
C 2.478 -4.585 1.172
C 2.882 -3.565 0.325
C 2.012 -3.064 -0.625
H 2.334 -2.278 -1.292
H 3.879 -3.159 0.405
H 3.159 -4.968 1.917
H 0.895 -5.925 1.705
H -0.655 -5.050 -0.015
*
```

## Properties
- maximum force (eV/A) = 1.15
- gap between HOMO and LUMO (eV) = 9.25
- HOMO energy (Eh) = -0.334
- LUMO energy (eV) = 0.16
- structure (SMILES) = O=C(Nc1ccc(S(=O)(=O)Nc2ccccn2)cc1)c1ccccc1
- calculated total energy (Eh) = -1483.124484
- molecular weight (Da) = 353.4